1.
{
  "formula": "C28H42Cl12O10",
  "method": "the ωB97M-V functional and the def2-TZVPD basis",
  "e_homo_ev": -9.79,
  "total_charge": 0,
  "elements": ["Cl", "Cl", "Cl", "Cl", "Cl", "Cl", "Cl", "Cl", "Cl", "Cl", "Cl", "Cl", "O", "O", "O", "O", "O", "O", "O", "O", "O", "O", "C", "C", "C", "C", "C", "C", "C", "C", "C", "C", "C", "C", "C", "C", "C", "C", "C", "C", "C", "C", "C", "C", "C", "C", "C", "C", "C", "C", "H", "H", "H", "H", "H", "H", "H", "H", "H", "H", "H", "H", "H", "H", "H", "H", "H", "H", "H", "H", "H", "H", "H", "H", "H", "H", "H", "H", "H", "H", "H", "H", "H", "H", "H", "H", "H", "H", "H", "H", "H", "H"],
  "positions_angstrom": [[0.9209, 8.3155, -1.8079], [-1.7600, 3.6388, 6.3795], [-2.1230, -5.0867, 2.1889], [0.5945, 2.7504, -6.8352], [3.4496, 2.2321, 1.7922], [-2.3766, 4.0414, 3.1251], [0.6786, 5.9752, -4.1505], [6.4286, 1.3597, 2.6931], [1.1786, -0.0470, -5.0031], [-0.8308, -4.0544, -6.4791], [-1.5753, -1.1759, 3.8937], [-3.2320, -1.7636, -7.0639], [-4.5447, -3.8066, -3.0684], [1.8070, -2.0523, 1.7365], [-1.2789, -1.2989, -2.2106], [4.1907, -2.8744, 2.6798], [-1.7349, -1.5770, 0.4339], [4.0298, 0.1831, 6.2252], [0.7807, 2.7919, -1.2776], [1.6913, 1.0953, 5.1852], [0.3225, 2.5217, 1.3391], [-2.1087, -3.8133, -1.5642], [4.2186, -1.3052, 4.4570], [5.4444, 2.4000, 3.7238], [-0.8621, -0.3639, -1.3855], [-1.4855, -2.9164, -5.2833], [3.6013, -0.3074, 5.0659], [4.3639, 3.1906, 2.9826], [-3.3006, -4.4603, -1.1369], [-0.6148, 0.4221, 0.9904], [2.2745, 0.2230, 4.5850], [-1.4246, -3.7040, 3.0490], [-1.1121, -0.5959, 0.0915], [-2.3768, -2.5347, 3.0633], [-0.2564, 0.7442, -1.8370], [-4.4913, -3.6843, -1.6751], [-5.6444, -3.1251, -3.6201], [0.1954, 1.7848, -0.9387], [1.4548, 5.7474, -2.5604], [2.3265, -1.4504, 2.8090], [-2.3649, 2.4893, 3.9676], [1.7656, -0.3750, 3.3594], [-1.8955, -1.5904, -5.8770], [-0.9355, -4.3748, -1.0164], [-0.0178, 1.5360, 0.5336], [1.3874, 2.6583, -5.2232], [2.0995, 7.0194, -2.0681], [3.6582, -1.9752, 3.2855], [2.1955, 1.3925, -5.0754], [-1.3980, 2.4504, 5.1138], [-0.9066, -4.2327, 0.0685], [0.6826, 5.4242, -1.8659], [2.4748, -2.6509, 1.3645], [-1.2470, -4.0068, 4.0793], [-5.3912, -4.1195, -1.2168], [-3.2581, -2.7601, 3.6635], [-2.7408, -2.2116, 2.0923], [0.7964, 3.1856, 0.8036], [-1.4470, 1.4704, 5.5919], [-3.3080, -5.5023, -1.4643], [-6.5895, -3.5118, -3.2226], [2.8873, 7.3381, -2.7444], [-0.8339, -5.4249, -1.2991], [-5.6124, -3.2609, -4.6976], [2.7317, 1.4850, -4.1262], [-2.3047, -3.4111, -4.7680], [-5.5780, -2.0452, -3.4268], [2.5272, 6.8172, -1.0857], [-3.3595, -4.3802, -0.0408], [-0.0992, -3.8231, -1.4506], [2.1733, 4.9384, -2.6569], [-4.3633, -2.6354, -1.3741], [5.1429, -1.6456, 4.9140], [3.3372, 0.7636, 6.5832], [-0.7159, -2.7015, -4.5390], [-1.7389, -2.0212, -1.7258], [-0.8408, 0.3644, 2.0479], [2.0643, 3.5085, -5.2170], [-0.2367, 0.9115, -2.9051], [-2.0723, 1.6978, 3.2772], [-0.3674, 2.5618, 4.7820], [-2.2999, -1.0020, -5.0571], [5.0422, 1.8033, 4.5382], [-3.3708, 2.2449, 4.3038], [2.9568, 1.3112, -5.8459], [0.8489, -0.0186, 2.9133], [4.8678, 3.9973, 2.4546], [3.6331, 3.5865, 3.6808], [-0.4703, -3.4370, 2.6027], [0.6258, 2.7513, -4.4575], [6.1088, 3.1110, 4.2174], [-1.0625, -1.1192, -6.3838]],
  "lowdin_charge": [0.551, 0.553, 0.638, 0.535, 0.611, 0.567, 0.565, 0.566, 0.620, 0.547, 0.672, 0.524, -0.183, 0.100, 0.106, 0.129, 0.092, 0.102, 0.094, 0.113, 0.066, -0.238, 0.071, -0.658, -0.217, -0.684, -0.272, -0.612, -0.185, 0.037, -0.320, -0.649, -0.275, -0.627, 0.061, -0.215, -0.106, -0.302, -0.669, -0.230, -0.688, 0.022, -0.663, -0.100, -0.236, -0.675, -0.676, -0.304, -0.660, -0.696, 0.035, 0.057, 0.122, 0.070, 0.132, 0.073, 0.045, 0.104, 0.057, 0.138, 0.089, 0.072, 0.100, 0.085, 0.077, 0.057, 0.092, 0.069, 0.077, 0.094, 0.066, 0.132, 0.145, 0.124, 0.056, 0.087, 0.045, 0.048, 0.085, 0.028, 0.054, 0.065, 0.041, 0.076, 0.075, 0.075, 0.069, 0.074, 0.054, 0.048, 0.077, 0.031]
}

2.
{
  "formula": "C28H42LaN3O6P",
  "method": "the ωB97M-V functional and the def2-TZVPD basis",
  "s2": 0.75,
  "spin_multiplicity": 2,
  "e_homo_ev": [-14.26, -14.26],
  "relative_energy_kcal_mol": 0.00,
  "total_charge": 2,
  "elements": ["La", "P", "O", "O", "O", "O", "O", "O", "N", "N", "N", "C", "C", "C", "C", "C", "C", "C", "C", "C", "C", "C", "C", "C", "C", "C", "C", "C", "C", "C", "C", "C", "C", "C", "C", "C", "C", "C", "C", "H", "H", "H", "H", "H", "H", "H", "H", "H", "H", "H", "H", "H", "H", "H", "H", "H", "H", "H", "H", "H", "H", "H", "H", "H", "H", "H", "H", "H", "H", "H", "H", "H", "H", "H", "H", "H", "H", "H", "H", "H", "H"],
  "positions_angstrom": [[-0.6312, -0.0354, 0.2517], [-0.2189, 1.3150, -2.5069], [0.4033, 1.3797, 2.0530], [-1.9858, -1.1883, -0.9066], [-1.1252, -1.3932, 8.2132], [1.0735, -1.1249, 8.1343], [-3.2937, 2.8102, -0.5091], [-1.7307, 0.7174, 2.1489], [1.2300, -1.4247, -0.7676], [-0.0942, -0.8292, 7.7783], [0.2482, -2.1890, 1.8027], [-1.0137, -2.7317, 2.3848], [3.5368, -2.5860, -1.8153], [0.8560, 0.7266, 6.1672], [-2.3497, 2.1574, -0.5957], [0.9269, -0.1289, -2.9164], [1.7151, -2.5587, -0.2210], [1.8312, -0.8700, -1.8690], [-0.6372, 1.1490, 2.7334], [-1.5694, 0.3852, 6.2736], [1.9464, 3.0503, -3.2286], [-2.0304, -3.2589, 1.3785], [0.8139, 2.9122, -2.2041], [1.1469, -1.8596, 2.9529], [-1.6921, 0.8296, 4.9518], [-0.2745, 0.1768, 6.7953], [-0.5028, 2.1941, -5.2204], [-1.1577, -0.1630, -4.8357], [-0.1743, 4.1002, -2.2948], [-0.5329, 1.1603, 4.2314], [1.4226, 2.8364, -0.7805], [2.8574, -3.1783, -0.7253], [-2.5997, 1.6690, -3.8931], [2.9881, -1.4519, -2.4169], [-2.9766, -1.5568, -1.8819], [0.7381, 1.1995, 4.8663], [2.4533, -1.1939, 2.5333], [-1.1449, 1.2497, -4.1941], [0.9006, -3.1893, 0.8923], [3.0614, -1.8337, 1.8717], [1.5982, 3.2243, -4.2566], [-2.7213, -1.5177, -2.9752], [0.6553, 2.7760, 0.0204], [-0.1661, -0.4365, -5.2345], [-1.8431, -0.1250, -5.6954], [-3.0888, 0.9617, -3.2035], [2.1362, 1.9933, -0.6966], [0.1735, -0.7913, -3.1645], [-3.1564, 1.6470, -4.8445], [1.9868, 3.7720, -0.6242], [-2.0198, -2.7775, 0.3933], [1.3467, -2.8225, 3.4586], [-1.0364, 3.9508, -1.6247], [0.1271, -3.8464, 0.4537], [-2.6693, 0.9440, 4.5017], [2.6133, 2.1763, -3.2076], [1.6143, 1.5779, 4.3184], [2.2601, -0.2058, 2.0778], [3.2100, -4.0825, -0.2377], [-3.7826, -0.7577, -1.7846], [-1.5445, -0.9479, -4.1633], [-0.5355, 3.2532, -4.9230], [-0.7749, -3.5454, 3.0896], [-1.4792, -1.9547, 3.0068], [2.5419, 3.9310, -2.9430], [-2.6682, 2.6848, -3.4762], [1.8362, 0.6523, 6.6602], [-0.5409, 4.2784, -3.3205], [1.4159, -0.0929, -3.8843], [3.0026, -1.0324, 3.4683], [0.5490, -1.2266, 3.6438], [-3.2534, -2.6405, -1.6538], [1.5450, -3.8433, 1.5018], [0.3608, 5.0060, -1.9630], [3.3507, -1.0314, -3.3541], [0.5286, 1.8851, -5.4586], [-3.0466, -3.1440, 1.7772], [-1.8810, -4.3252, 1.1884], [-1.0914, 2.0990, -6.1475], [-2.4361, 0.0528, 6.8246], [4.4692, -2.9915, -2.1794]],
  "lowdin_spin": [0.052, 0.494, 0.001, 0.039, 0.000, 0.000, 0.008, 0.009, 0.001, 0.000, 0.006, 0.000, 0.000, 0.000, 0.055, 0.066, 0.000, 0.001, 0.000, 0.000, 0.042, 0.002, 0.094, 0.000, 0.000, 0.000, 0.024, 0.001, 0.003, 0.000, 0.002, 0.000, 0.006, 0.001, 0.000, 0.000, 0.000, 0.044, 0.000, 0.000, 0.000, 0.001, 0.000, 0.000, 0.000, 0.000, 0.000, 0.002, 0.000, 0.000, 0.001, 0.000, 0.000, 0.000, 0.000, 0.001, 0.000, 0.000, 0.000, 0.000, 0.001, 0.000, 0.000, 0.000, 0.013, 0.000, 0.000, 0.000, 0.017, 0.000, 0.000, 0.001, 0.000, 0.002, 0.001, 0.000, 0.000, 0.000, 0.006, 0.000, 0.000]
}

3.
{
  "formula": "C28H42N2O16",
  "method": "the ωB97M-V functional and the def2-TZVPD basis",
  "e_homo_ev": -10.25,
  "total_charge": 0,
  "elements": ["O", "O", "O", "O", "O", "O", "O", "O", "O", "O", "O", "O", "O", "O", "O", "O", "N", "N", "C", "C", "C", "C", "C", "C", "C", "C", "C", "C", "C", "C", "C", "C", "C", "C", "C", "C", "C", "C", "C", "C", "C", "C", "C", "C", "C", "C", "H", "H", "H", "H", "H", "H", "H", "H", "H", "H", "H", "H", "H", "H", "H", "H", "H", "H", "H", "H", "H", "H", "H", "H", "H", "H", "H", "H", "H", "H", "H", "H", "H", "H", "H", "H", "H", "H", "H", "H", "H", "H"],
  "positions_angstrom": [[-2.5328, 5.4816, 5.5461], [3.5575, -1.7613, -4.6712], [-2.9634, 3.7908, 4.1374], [-4.1724, 5.5734, 4.0072], [-4.4469, -0.4705, -3.1808], [2.4192, -0.5375, 0.5545], [5.3504, -0.5578, -5.3102], [4.5916, 5.6774, -2.2610], [1.6381, 1.2423, 1.4424], [-2.7034, -6.3436, 3.7015], [4.6233, 3.7742, -1.2216], [2.7869, 4.3302, -2.4029], [-3.4322, -4.6910, 2.4329], [-4.2508, -0.8347, -1.0688], [-2.9000, -6.6196, 1.4881], [4.9135, -0.7124, -3.2183], [1.5995, 0.0548, 1.2362], [-3.8386, -0.8670, -2.2099], [0.5402, -0.6877, 1.9199], [0.0021, -2.4690, -2.8207], [-2.5049, -1.4371, -2.4190], [-1.9858, 3.0002, 4.7619], [4.9618, -0.6835, -6.6911], [-1.7671, -1.8322, -1.3199], [-3.7775, -4.2021, 1.1019], [-3.1663, 4.9959, 4.6571], [4.0946, -1.1476, -2.1288], [4.5137, -1.0717, -4.4296], [5.5211, -1.9740, -7.2488], [-4.6366, 6.8169, 4.5535], [-0.3902, -2.7335, 2.7205], [4.0554, 2.5017, -0.8517], [-1.4461, -0.6090, 3.2463], [4.6792, 2.1098, 0.4525], [-1.3789, -1.9895, 3.3652], [-2.4827, -7.9672, 1.5982], [0.5988, -2.0630, 2.0116], [-0.7448, -2.0340, -3.9065], [-0.5118, -2.3724, -1.5334], [-2.9970, -5.9344, 2.6228], [-5.5311, 6.5685, 5.7401], [3.8910, 4.5574, -1.9998], [3.9894, 6.6288, -3.1359], [-2.0284, -1.5542, -3.7060], [-0.5381, 0.0322, 2.4197], [-4.5409, -2.9036, 1.2794], [4.4622, -0.7352, -1.1934], [-4.2570, -2.2875, 0.4219], [-2.0742, -2.5910, 3.9421], [-1.6917, -8.0841, 2.3382], [4.2373, 2.6543, 1.2922], [-2.3813, 2.4522, 5.6236], [-3.2961, -8.6237, 1.9211], [5.3545, 0.1993, -7.1874], [-1.1421, 3.5705, 5.1466], [-6.0607, 7.4484, 6.1022], [-2.8395, -4.0191, 0.5772], [0.0561, -2.6943, -0.6697], [-0.3020, -2.1376, -4.8868], [-2.1747, -8.2784, 0.6061], [-2.2287, -0.0601, 3.7518], [5.7454, 2.3256, 0.4854], [3.0699, -0.8194, -2.2763], [1.4203, -2.6490, 1.6203], [3.8726, -0.6537, -6.7253], [-3.7979, 7.4770, 4.7781], [-6.2965, 5.8372, 5.4624], [4.1551, -2.2342, -2.0135], [2.9753, 2.6031, -0.7896], [-2.1358, -1.7293, -0.3085], [-4.2658, -2.4385, 2.2224], [0.9717, -2.9026, -3.0108], [-4.9732, 6.1428, 6.5744], [-1.6507, 2.2615, 4.0414], [-5.6276, -2.9443, 1.2173], [-5.1431, 7.2838, 3.7092], [4.4788, 1.0637, 0.6828], [-0.4500, -3.8120, 2.7505], [5.2943, -2.1556, -8.2992], [4.3303, 1.7914, -1.6331], [6.6042, -1.9599, -7.1258], [-2.6495, -1.3117, -4.5563], [-0.5438, 1.1061, 2.2853], [3.2272, 6.1777, -3.7644], [4.7961, 7.0356, -3.7374], [3.5344, 7.4116, -2.5297], [-4.3478, -4.9800, 0.6025], [5.0851, -2.8154, -6.7085]],
  "lowdin_charge": [0.134, 0.113, 0.021, 0.038, 0.091, 0.064, 0.041, -0.005, 0.094, 0.140, 0.042, 0.124, 0.017, 0.055, -0.018, 0.011, -0.331, -0.342, -0.151, -0.058, -0.146, -0.049, -0.201, -0.005, -0.177, -0.619, -0.045, -0.629, -0.061, -0.213, -0.053, -0.198, -0.052, -0.072, -0.063, -0.038, -0.021, -0.052, -0.057, -0.633, -0.064, -0.603, -0.042, 0.002, 0.001, -0.046, 0.074, 0.035, 0.113, 0.096, 0.080, 0.104, 0.102, 0.122, 0.099, 0.079, 0.110, 0.093, 0.113, 0.094, 0.105, 0.083, 0.090, 0.121, 0.120, 0.123, 0.084, 0.103, 0.118, 0.107, 0.076, 0.107, 0.078, 0.064, 0.083, 0.124, 0.055, 0.111, 0.078, 0.118, 0.081, 0.122, 0.113, 0.089, 0.091, 0.095, 0.124, 0.078]
}